# 1
C32H58NO8S | ωB97M-V/def2-TZVPD

Each line ends with the Löwdin charge.
Element x y z (Å)
C 6.93136 -1.90721 1.34129  0.0650
C 5.97384 -0.98305 1.48857  -0.1218
C 4.94525 -0.80539 0.40166  -0.1666
N 3.56293 -1.19967 0.84095  0.0009
C 3.43406 -2.67550 1.08379  -0.0886
C 3.07631 -3.35531 -0.27412  -0.1508
C 1.61038 -3.78505 -0.32595  -0.1898
C 0.64202 -2.64847 0.03022  -0.2019
C -0.76774 -3.14361 0.48261  -0.1704
C -1.28817 -2.37454 1.71353  -0.2044
C -2.71037 -1.80266 1.50526  -0.1909
C -2.54434 -0.41003 0.87918  -0.2097
C -3.82921 0.21144 0.30544  -0.1921
C -4.46328 -0.65097 -0.79982  -0.2097
C -3.57724 -0.73786 -2.06044  -0.2462
C -3.56903 0.59976 -2.81172  -0.1028
C 3.01210 -0.33023 1.93677  -0.2476
C 3.28287 -0.83678 3.35085  -0.0072
C 3.44991 1.14816 1.66790  -0.7780
O 4.45057 1.55486 2.54945  -0.0101
S 1.98040 2.20778 2.07407  0.9092
O 3.75133 1.40405 0.33001  -0.0439
C 4.84136 0.62120 -0.20913  -0.3611
C 4.49643 0.42668 -1.71038  -0.1029
C 5.65978 -0.13089 -2.56259  -0.2290
C 5.99838 0.73722 -3.78769  -0.0869
C 6.13003 1.45288 -0.02945  0.0117
C 5.81758 2.89512 -0.43032  -0.5270
O 5.67623 3.72198 0.39001  0.1560
O 5.74995 3.21444 -1.73463  0.1156
H 7.10828 -2.64121 2.12536  0.0799
H 7.55110 -1.95900 0.44581  0.0835
H 5.99643 -0.40450 2.40897  0.1209
H 5.19977 -1.53005 -0.37329  0.1482
H 2.97923 -1.01284 0.01885  0.1588
H 2.59403 -2.88673 1.73776  0.1271
H 4.35206 -3.11024 1.46263  0.1258
H 3.36965 -2.75145 -1.14137  0.1134
H 3.69537 -4.25566 -0.31442  0.1192
H 1.32809 -4.15177 -1.31387  0.1246
H 1.44218 -4.60948 0.37376  0.1170
H 0.45273 -2.02052 -0.84936  0.1194
H 1.00097 -1.99445 0.83144  0.0672
H -0.62743 -4.18727 0.77596  0.1035
H -1.47321 -3.08691 -0.34522  0.1092
H -0.64875 -1.52443 1.97730  0.0899
H -1.33336 -3.03126 2.58816  0.1062
H -3.22736 -1.65327 2.45548  0.1156
H -3.27792 -2.49147 0.87965  0.1008
H -1.79156 -0.44255 0.07823  0.0968
H -2.15866 0.29106 1.62770  0.1134
H -3.59253 1.19972 -0.09165  0.0900
H -4.57217 0.34228 1.10669  0.0880
H -4.70097 -1.64594 -0.41519  0.0917
H -5.41695 -0.20700 -1.10222  0.1025
H -2.53274 -0.97104 -1.83183  0.0840
H -3.97846 -1.54872 -2.67819  0.1010
H -2.99568 1.31402 -2.23022  0.0392
H -3.10510 0.52328 -3.79995  0.0720
H -4.57243 1.01139 -2.94680  0.0766
H 1.93287 -0.34169 1.80876  0.1086
H 3.35026 -0.03674 4.08047  0.0964
H 4.16541 -1.47029 3.42278  0.0845
H 2.45140 -1.46714 3.67533  0.0934
H 4.11221 2.28641 3.08770  0.0946
H 1.26676 2.10478 0.92980  -0.0864
H 3.65092 -0.27447 -1.76707  0.1134
H 4.11502 1.37956 -2.07633  0.1250
H 5.30768 -1.08018 -2.98214  0.1054
H 6.54920 -0.38872 -1.98520  0.1009
H 6.60820 1.59849 -3.52252  0.0642
H 6.60657 0.10443 -4.44177  0.0761
H 5.10818 0.99421 -4.35897  0.0834
H 6.44056 1.53590 1.00611  0.1256
H 6.95717 1.11893 -0.65735  0.1339
H 5.78629 4.18711 -1.74295  0.1449
O -6.59701 0.85973 1.07987  0.1089
C -7.36673 -0.04663 1.21981  -0.4737
O -6.97275 -1.31996 1.47326  0.0187
C -8.11503 -2.19446 1.47906  -0.1512
C -9.30609 -1.29270 1.75866  -0.1542
C -8.87620 0.01587 1.10426  -0.0694
H -8.18217 -2.68240 0.50406  0.1282
H -7.98176 -2.95596 2.24440  0.1252
H -10.24505 -1.69101 1.37851  0.1177
H -9.41509 -1.14589 2.83464  0.1197
H -9.14677 0.05330 0.04778  0.1335
H -9.26871 0.88410 1.62634  0.1267
O -1.57596 3.18786 -0.84057  0.1030
C -2.50465 3.86405 -1.18798  -0.4846
O -3.71082 3.34669 -1.52061  -0.0109
C -4.57679 4.39236 -1.99738  -0.1412
C -4.00734 5.67662 -1.41811  -0.1516
C -2.51533 5.36847 -1.36599  -0.0716
H -4.55984 4.38440 -3.08960  0.1305
H -5.59267 4.20015 -1.65947  0.1295
H -4.25756 6.55991 -2.00292  0.1183
H -4.38635 5.82604 -0.40566  0.1209
H -2.01313 5.61550 -2.30276  0.1331
H -2.02328 5.86101 -0.53165  0.1259

Values from the calculation:
Net charge: +1
DFT total energy, eV: -62822.620
Highest occupied orbital energy, eV: -11.3597
HOMO-LUMO gap, hartree: 0.3198
Largest force on an atom, hartree/bohr: 0.05402



# 2
C32H59BF3N2O22P3S | ωB97M-V/def2-TZVPD

Each line ends with the Löwdin charge.
Element x y z (Å)
C 2.81975 -2.32387 5.57465  0.1102
C 2.18197 -2.55950 4.59023  -0.1153
C 1.50643 -2.67842 3.23929  -0.1461
C 0.79678 -1.32152 2.97275  -0.2545
C 0.74505 -0.83077 1.48244  -0.2074
C 2.17057 -0.73494 0.82140  -0.0656
C 2.89728 0.46883 1.52249  -0.2205
O 3.96098 0.80137 1.09753  0.0719
C -0.29445 -1.59149 0.55680  -0.2100
C -0.85569 -0.64146 -0.55343  0.0076
B -1.85389 0.48314 -0.01681  -0.6090
O -3.23480 0.40875 -0.30025  0.1318
O -1.41635 1.56996 0.68661  0.1773
C 0.59674 -2.61960 -0.26750  -0.3637
O 0.71580 -2.50293 -1.44642  0.1597
N 1.34657 -3.70740 0.38136  0.1505
C 1.18167 -4.97703 -0.27384  -0.4914
O 0.78195 -5.90335 0.33873  0.1904
F 1.51940 -5.18292 -1.56061  0.1360
C -1.47805 -2.29363 1.31207  -0.2219
N -1.30017 -3.77059 1.54811  0.1577
C -1.85425 -4.54737 0.49242  -0.4909
O -2.29382 -5.62489 0.67479  0.2153
F -1.81709 -4.08600 -0.77387  0.1634
C -2.00378 -4.25019 2.72562  -0.4760
O -3.14795 -4.16469 2.96222  0.2419
F -1.21074 -4.88446 3.60787  0.1506
O -1.97522 -1.58403 2.42796  -0.1231
S -0.90089 -1.21885 3.60114  0.7005
O -0.99867 -2.12851 4.70891  -0.2347
O -1.17712 0.10782 4.07014  -0.2383
H 3.55589 -1.95437 6.27189  0.0390
H 0.78503 -3.50910 3.29178  0.1007
H 2.30549 -2.93879 2.53635  0.1004
H 1.35972 -0.54853 3.52751  0.1315
H 0.44161 0.23772 1.55786  0.1373
H 2.80472 -1.60673 1.04146  0.1052
H 2.12121 -0.44891 -0.23970  0.1368
H 2.44540 0.96343 2.42259  0.1387
H -0.04281 -0.15618 -1.12239  0.1342
H -1.43685 -1.30436 -1.22420  0.1309
H -3.60762 -0.32326 0.20882  0.0830
H -2.13984 2.17956 0.89170  0.1175
H 2.34642 -3.49433 0.28691  0.1403
H -2.31838 -2.24367 0.58694  0.1640
O 5.92712 -2.46101 1.04784  -0.2389
P 7.37941 -2.33415 0.65526  0.6732
O 7.28384 -3.02850 -0.84582  -0.2238
C 6.69368 -2.26800 -1.89884  -0.2919
C 7.55966 -1.08992 -2.30734  -0.0834
O 7.91667 -3.61549 1.54184  -0.2583
C 7.17073 -4.17706 2.61841  -0.2811
C 6.34828 -5.35606 2.13839  -0.0710
O 8.95337 -1.89036 0.34178  -0.2332
C 10.11984 -2.63595 0.70699  -0.2701
C 10.32715 -3.85727 -0.16133  -0.0693
H 5.69778 -1.92843 -1.59671  0.1046
H 6.57051 -2.94319 -2.74661  0.1183
H 7.63234 -0.35675 -1.49820  0.0701
H 7.14133 -0.58860 -3.18157  0.0788
H 8.57366 -1.41705 -2.53860  0.0783
H 6.55443 -3.42510 3.10978  0.1036
H 7.89475 -4.52306 3.36060  0.1180
H 5.70838 -5.08504 1.29722  0.0685
H 5.72280 -5.74717 2.94273  0.0782
H 7.00356 -6.15548 1.78731  0.0778
H 10.11229 -2.88054 1.76762  0.1119
H 10.96578 -1.95896 0.56330  0.1194
H 9.49970 -4.56038 -0.09132  0.0686
H 11.24018 -4.37619 0.13608  0.0827
H 10.41181 -3.57028 -1.21098  0.0799
O -5.28253 -1.29064 -3.26442  -0.2251
P -6.65457 -1.26281 -3.88043  0.6521
O -6.89009 0.36522 -4.02752  -0.2158
C -6.17220 1.05566 -5.04894  -0.2906
C -6.65766 0.68384 -6.43876  -0.0856
O -7.49718 -1.57061 -2.49664  -0.2571
C -6.88083 -2.08443 -1.32213  -0.2797
C -6.50732 -0.95585 -0.38165  -0.0697
O -8.00864 -1.59654 -4.78492  -0.2311
C -9.31384 -1.87019 -4.26454  -0.2713
C -10.00779 -0.62973 -3.74662  -0.0703
H -5.10118 0.85606 -4.94720  0.1100
H -6.32777 2.12184 -4.87999  0.1178
H -6.43939 -0.36462 -6.66364  0.0690
H -6.17016 1.30077 -7.19537  0.0780
H -7.73736 0.81294 -6.51904  0.0781
H -6.02372 -2.71174 -1.56498  0.1041
H -7.61396 -2.73152 -0.83347  0.1187
H -5.88502 -0.20664 -0.87412  0.0676
H -5.97127 -1.33881 0.49076  0.0746
H -7.40387 -0.43700 -0.03748  0.0798
H -9.28038 -2.66465 -3.52126  0.1121
H -9.89288 -2.26905 -5.10134  0.1190
H -9.46231 -0.16090 -2.93021  0.0688
H -11.00668 -0.88306 -3.38676  0.0821
H -10.09799 0.11656 -4.53811  0.0794
O -1.55094 5.11203 0.71713  -0.2261
P -1.19877 6.46569 1.27006  0.6535
O -1.62315 7.43270 0.00002  -0.2154
C -3.01290 7.64774 -0.24286  -0.2905
C -3.65775 8.49256 0.84142  -0.0850
O 0.42659 6.35991 1.01907  -0.2575
C 1.08736 5.12449 0.75737  -0.2809
C 1.23756 4.90584 -0.73457  -0.0687
O -0.96971 7.77635 2.26541  -0.2298
C 0.27976 8.43190 2.50829  -0.2702
C 0.72901 9.28327 1.34131  -0.0701
H -3.52466 6.68532 -0.33861  0.1094
H -3.09111 8.16115 -1.20189  0.1179
H -3.66406 7.96395 1.79959  0.0692
H -4.68971 8.73258 0.58063  0.0785
H -3.10509 9.42081 0.98877  0.0783
H 0.57790 4.29095 1.24011  0.1003
H 2.07940 5.19213 1.21212  0.1179
H 0.27826 4.97101 -1.24976  0.0754
H 1.68090 3.93006 -0.94186  0.0731
H 1.87773 5.67773 -1.16655  0.0768
H 1.04247 7.71910 2.81648  0.1123
H 0.11428 9.08282 3.37052  0.1193
H 0.87939 8.69853 0.43617  0.0688
H 1.66884 9.78284 1.58330  0.0823
H -0.02205 10.04053 1.10903  0.0796

Values from the calculation:
Net charge: 0
DFT total energy, eV: -129694.815
SMILES: C#CC[C@H]1[C@@H](CC=O)[C@@](CB(O)O)(C(=O)NC(=O)F)[C@@H](N(C(=O)F)C(=O)F)OS1(=O)=O.CCOP(=O)(OCC)OCC.CCOP(=O)(OCC)OCC.CCOP(=O)(OCC)OCC
Highest occupied orbital energy, eV: -10.1326
ΔE to the lowest compared entry with this formula, charge and spin, kcal per mole: 0.0
HOMO-LUMO gap, hartree: 0.3298
Largest force on an atom, hartree/bohr: 0.16165



Q: Number 1 is which compound?
A: C32H58NO8S



Q: HOMO-LUMO gap of number 1 (C32H58NO8S)?
A: 0.3198 hartree